[1]
{"formula": "C7H8FNO6S2", "method": "ωB97M-V with the def2-TZVPD basis set", "homo_energy_ev": -10.326, "lumo_energy_ev": -1.49, "homo_lumo_gap_ev": 8.84, "charge": 0, "multiplicity": 1, "symbols": ["C", "S", "O", "O", "N", "S", "O", "O", "F", "H", "H", "H", "H", "O", "C", "C", "C", "C", "O", "C", "C", "H", "H", "H", "H"], "positions_angstrom": [[0.9590, -2.3324, -1.3982], [-0.5015, -1.3338, -1.3313], [-0.2981, -0.1549, -2.1154], [-0.9818, -1.2567, 0.0073], [-1.6039, -2.2476, -2.2807], [-2.9768, -2.9149, -1.6390], [-2.6607, -3.6044, -0.4518], [-3.6963, -3.4742, -2.7192], [-3.7594, -1.6273, -1.2276], [1.0463, -2.8766, -0.4630], [1.7851, -1.6461, -1.5607], [0.8756, -3.0257, -2.2286], [-1.8527, -1.6425, -3.0633], [-0.2140, 4.4990, 2.4376], [0.4042, 3.5123, 2.1036], [0.0966, 2.1769, 2.6757], [0.7796, 1.0959, 2.3110], [1.8769, 1.1801, 1.3155], [2.4974, 0.1927, 0.9793], [2.1820, 2.5126, 0.7372], [1.5000, 3.5938, 1.1030], [-0.7111, 2.1440, 3.3956], [0.5717, 0.1096, 2.7055], [2.9825, 2.5426, 0.0092], [1.6995, 4.5778, 0.6983]], "forces_ev_per_a": [[-0.1002, -0.0874, -0.0424], [0.1695, 0.0196, 0.1431], [-0.0034, -0.0697, -0.1063], [-0.0127, -0.0045, -0.0020], [-0.3734, 0.4502, 0.2332], [0.2073, 0.0434, -0.1100], [0.0376, -0.0853, -0.0464], [0.0047, 0.0121, 0.0323], [-0.0160, -0.0183, 0.0661], [0.0356, 0.0556, 0.0482], [0.0715, 0.0043, 0.1599], [-0.0032, 0.0359, -0.0888], [0.0516, -0.2777, -0.1890], [0.0064, -0.0051, 0.0007], [-0.0001, -0.0037, -0.0015], [0.0031, -0.0023, 0.0004], [-0.0040, -0.0059, -0.0004], [-0.0623, -0.0207, -0.0300], [-0.0091, -0.0401, -0.0607], [0.0059, 0.0061, 0.0113], [0.0021, -0.0040, -0.0053], [-0.0026, 0.0067, -0.0037], [-0.0026, -0.0041, -0.0143], [0.0019, -0.0077, 0.0023], [-0.0078, 0.0025, 0.0033]]}


[2]
{"formula": "C7H8INO3S", "method": "ωB97M-V with the def2-TZVPD basis set", "homo_energy_ev": -8.931, "lumo_energy_ev": -1.17, "homo_lumo_gap_ev": 7.76, "e_above_lowest_ev": 1.6625, "charge": 0, "multiplicity": 1, "symbols": ["C", "C", "C", "C", "C", "C", "C", "N", "O", "O", "O", "S", "I", "H", "H", "H", "H", "H", "H", "H", "H"], "positions_angstrom": [[1.0161, 0.8042, -1.0689], [1.3172, 0.4518, 1.2586], [-0.1891, -0.0353, -1.0602], [0.0509, -0.1481, 1.3286], [1.6773, 1.0561, 0.1159], [-0.6208, -0.4113, 0.1480], [2.8932, 1.9359, -0.0513], [-2.3991, -2.1222, -1.1218], [-3.3784, -0.2025, -0.1154], [-2.3317, -1.7314, 1.4883], [-2.5482, -3.5472, -1.0190], [-2.2320, -1.2397, 0.1505], [-3.0992, 1.6610, 0.3283], [1.4272, 1.1917, -1.9074], [1.7713, 0.7550, 2.1998], [-0.8602, -0.2561, -1.8935], [-0.2227, -0.7226, 2.1972], [3.3402, 2.0986, 0.8345], [3.5925, 1.4468, -0.6400], [2.5534, 2.9260, -0.5382], [-1.7578, -3.9106, -0.6341]], "forces_ev_per_a": [[-3.6962, -3.1320, 2.0283], [-2.4415, 0.3815, 2.5538], [2.5386, 2.7719, -1.7140], [1.4358, -1.4917, 0.0154], [1.4860, 0.8135, -2.7001], [-1.8544, -0.2621, 0.8295], [-3.2925, 1.4076, -1.8657], [0.2241, 0.2006, 0.1016], [0.1168, -0.0978, -0.7192], [-0.3079, -0.5090, 0.5726], [-0.7350, 1.0037, 0.2238], [0.7155, -2.5848, 0.1487], [-0.1077, 1.6354, 0.4664], [0.8107, 1.0940, -2.7884], [0.3550, -0.5298, -0.1244], [0.7777, 0.1526, -0.2326], [-0.4578, 0.5072, 0.4575], [1.4864, 0.9627, 3.1876], [1.3132, -0.7459, -1.4927], [0.8191, -1.4919, 0.7686], [0.8140, -0.0859, 0.2833]]}


[3]
{"formula": "C7H8INS", "method": "ωB97M-V with the def2-TZVPD basis set", "homo_energy_ev": [-6.705, -8.261], "lumo_energy_ev": [-0.92, -0.44], "homo_lumo_gap_ev": [5.79, 7.83], "e_above_lowest_ev": 3.2580, "charge": 0, "multiplicity": 1, "symbols": ["C", "C", "C", "C", "C", "C", "C", "N", "S", "I", "H", "H", "H", "H", "H", "H", "H", "H"], "positions_angstrom": [[-0.9223, 2.2695, 1.0589], [-0.4936, 0.9242, 1.2113], [-0.5747, 2.8784, -0.1026], [0.3910, 0.5752, 0.1783], [1.7898, -1.4909, -0.8435], [1.1614, -2.0078, 0.4557], [0.9187, -0.6202, -0.0685], [-1.6097, -1.5052, -1.0596], [0.4804, 1.9293, -1.0841], [-2.8047, -0.4784, 0.0560], [-1.5654, 2.8045, 1.7832], [-0.5428, 0.1873, 1.9702], [-0.8292, 3.8371, -0.5859], [2.8964, -1.3518, -0.9782], [1.5067, -1.9132, -1.6911], [0.3623, -2.6096, 0.4401], [1.6537, -2.0469, 1.3307], [-1.8181, -1.3815, -2.0710]], "forces_ev_per_a": [[-1.3594, 0.6858, 1.3529], [1.3181, 1.1426, -1.2205], [0.6383, 0.3612, -1.1334], [-0.2398, 1.6401, -1.6452], [2.5730, 1.3058, 3.1288], [0.6504, 3.6271, -2.4473], [0.5744, -1.9603, -0.3189], [0.7897, -1.0771, -0.8474], [-0.1393, -1.4139, 1.3106], [-0.8400, 0.1488, -0.0783], [0.3884, -0.5447, -0.4448], [-0.5749, 0.0728, 1.0708], [-0.1169, -0.4804, 1.0418], [-0.9522, 0.2827, 0.9255], [-2.0391, -1.7500, -3.6424], [-2.8515, -2.3599, -0.5946], [2.2639, -0.1897, 2.7395], [-0.0830, 0.5092, 0.8027]]}


[4]
{"formula": "C7H8N2", "method": "ωB97M-V with the def2-TZVPD basis set", "homo_energy_ev": -8.536, "lumo_energy_ev": 0.51, "homo_lumo_gap_ev": 9.05, "e_above_lowest_ev": 1.2491, "charge": 0, "multiplicity": 1, "symbols": ["C", "C", "C", "C", "N", "C", "C", "N", "C", "H", "H", "H", "H", "H", "H", "H", "H"], "positions_angstrom": [[-1.8385, -1.2131, 0.4674], [-0.7025, -1.8770, 0.8299], [0.4952, -1.2413, 1.4406], [1.1395, -0.1316, 0.9968], [0.7092, 0.6328, -0.1282], [0.5278, 2.0069, -0.2905], [0.2165, 2.1856, -1.6206], [0.1746, 1.0171, -2.2994], [0.4567, 0.1097, -1.3873], [-2.0293, -0.1138, 0.5268], [-2.6549, -1.8327, -0.0464], [-0.7194, -2.9859, 0.7735], [0.9381, -1.7668, 2.3074], [2.0360, 0.3504, 1.4635], [0.7895, 2.7776, 0.5029], [-0.0881, 3.0713, -2.0765], [0.5496, -0.9892, -1.4597]], "forces_ev_per_a": [[0.0255, -1.3097, -0.7149], [-1.5454, 0.8585, 0.0814], [0.8940, 0.5639, -0.1861], [-0.2759, 0.2737, 0.6348], [-0.4169, 0.2660, -1.5939], [0.9002, 0.8903, 0.8711], [0.0531, -0.3123, 1.6407], [0.0866, -1.5320, 0.7162], [0.5052, -0.8795, 0.5614], [0.5088, -1.1050, 0.0405], [1.1521, 1.0666, 1.0177], [0.1895, 0.8686, -0.0731], [-0.1729, 0.3707, -0.6239], [-0.9609, -0.9218, -0.1052], [-0.6331, -1.3941, -1.1238], [-0.1261, 1.3602, -0.6412], [-0.1839, 0.9358, -0.5017]]}


[5]
{"formula": "C7H8N2O", "method": "ωB97M-V with the def2-TZVPD basis set", "homo_energy_ev": -8.775, "lumo_energy_ev": 0.89, "homo_lumo_gap_ev": 9.67, "e_above_lowest_ev": 3.2709, "charge": 0, "multiplicity": 1, "symbols": ["C", "N", "N", "O", "C", "C", "C", "C", "C", "C", "H", "H", "H", "H", "H", "H", "H", "H"], "positions_angstrom": [[2.2528, 0.9166, 0.7067], [1.5064, -0.1229, -0.0146], [2.2925, -1.0331, -0.6759], [3.3897, -0.7247, -0.6973], [0.1536, -0.1345, -0.1446], [-0.5847, -1.3134, 0.2447], [-1.9852, -1.3696, 0.2130], [-2.7142, -0.3347, -0.2364], [-2.0504, 0.8915, -0.4821], [-0.6122, 0.9815, -0.4925], [3.3008, 0.8212, 0.6457], [2.0799, 0.7221, 1.7301], [1.9064, 1.8607, 0.3006], [-0.0275, -2.1949, 0.5210], [-2.4191, -2.3404, 0.4341], [-3.7186, -0.3177, -0.5709], [-2.6384, 1.7263, -0.8507], [-0.1318, 1.9660, -0.6308]], "forces_ev_per_a": [[-1.7642, 0.1718, -0.6673], [3.0802, 0.2534, 0.0782], [-5.8016, -1.1370, -0.4273], [6.0196, 0.3056, -0.4198], [-3.7254, -1.5873, 1.0094], [0.3247, 1.2700, -0.4917], [1.8513, -2.2465, 0.0136], [0.7142, 3.4645, -0.9636], [1.6266, -0.8122, -0.7049], [-1.3736, 0.5081, 0.7693], [0.9361, -0.1253, -0.8576], [-0.8083, 0.5704, 1.3665], [0.2405, 0.4099, 0.6426], [0.0935, -0.0214, 0.1610], [-0.1691, 0.1659, 0.0353], [-1.0900, -0.5660, 0.4836], [0.1843, 0.0415, 0.1867], [-0.3388, -0.6653, -0.2140]]}


[6]
{"formula": "C7H8N2O2", "method": "ωB97M-V with the def2-TZVPD basis set", "homo_energy_ev": -8.606, "lumo_energy_ev": 0.92, "homo_lumo_gap_ev": 9.53, "e_above_lowest_ev": 6.5039, "charge": 0, "multiplicity": 1, "symbols": ["C", "C", "C", "C", "N", "N", "O", "C", "O", "C", "C", "H", "H", "H", "H", "H", "H", "H", "H"], "positions_angstrom": [[-3.0112, -0.0706, 0.1842], [-2.3377, 1.0837, 0.3677], [-0.9375, 1.0694, 0.4067], [-0.1555, -0.0539, 0.2203], [1.1877, 0.0154, 0.6754], [2.0745, -1.2475, 0.0713], [3.2882, -0.5905, -0.3979], [2.9486, 0.7375, -0.7209], [1.9734, 1.1327, 0.2094], [-0.9083, -1.2707, -0.0488], [-2.3709, -1.1911, -0.1312], [-4.1209, -0.0060, 0.2086], [-2.7813, 2.0118, 0.6175], [-0.5170, 2.0888, 0.5317], [2.4621, -1.7444, 0.8512], [3.7258, 1.3410, -0.4648], [2.7359, 0.9236, -1.7902], [-0.3351, -2.1167, -0.4420], [-2.9207, -2.1124, -0.3483]], "forces_ev_per_a": [[-3.5947, 1.3110, -0.0592], [2.6879, 0.3803, 0.5929], [-0.5078, 2.3659, -0.2382], [-2.1183, -1.5729, -0.0361], [3.0785, -2.3016, -1.2052], [-1.0820, 2.5430, -0.9977], [-0.8632, -0.1092, 0.2779], [-1.7658, -1.5660, -0.4445], [-1.5512, -0.2679, 0.4800], [-0.3317, 1.8270, -0.9046], [3.9189, -3.2007, -0.0177], [0.8281, -0.3938, -0.0535], [-0.7036, 0.6452, -0.0446], [0.2791, -1.0281, 0.1752], [-0.0548, 0.0841, 1.0088], [2.6722, 1.5388, 0.5523], [-0.7281, -0.5918, 0.3202], [-0.4703, 0.0015, 0.6109], [0.3067, 0.3352, -0.0170]]}


[7]
{"formula": "C7H8N2O3", "method": "ωB97M-V with the def2-TZVPD basis set", "homo_energy_ev": -7.863, "lumo_energy_ev": -1.00, "homo_lumo_gap_ev": 6.87, "e_above_lowest_ev": 6.1400, "charge": 0, "multiplicity": 1, "symbols": ["C", "C", "C", "C", "C", "C", "C", "H", "H", "H", "H", "H", "H", "H", "H", "N", "N", "O", "O", "O"], "positions_angstrom": [[0.7703, -2.7171, -1.1058], [-0.6073, -1.1650, 0.2037], [-1.9978, -1.2873, 0.2638], [-2.7429, -0.1058, 0.4550], [-2.0801, 1.0696, 0.1250], [-0.0270, 0.1626, 0.0079], [1.4986, 0.5532, -0.2967], [0.0265, -3.3514, -1.3892], [1.8401, -3.2631, -0.7448], [1.1402, -1.8497, -1.6120], [-2.4478, -2.3497, 0.5051], [-3.8328, -0.0926, 0.6290], [-2.6810, 1.9215, 0.1151], [2.7293, 2.1625, 0.0209], [-0.1635, 1.9901, 0.7037], [-0.7782, 1.3710, -0.0636], [1.6831, 1.8489, 0.0869], [0.1677, -2.1749, 0.3138], [2.3697, -0.0313, -0.9124], [0.9841, 2.6103, 1.0602]], "forces_ev_per_a": [[4.5812, 0.7967, 5.3579], [-0.3963, 4.2574, -1.3958], [-1.2058, -1.2001, 2.4264], [0.7945, -0.8684, -1.8933], [-0.7312, 1.2651, 0.9636], [0.3634, 0.7019, -1.1753], [-1.3022, 1.5760, 1.3735], [-1.7139, -1.5411, -1.4292], [-3.3569, 1.1748, -0.9499], [-0.5144, 0.4327, -0.7102], [0.9706, 2.2574, -0.7792], [0.8496, 0.0042, -0.1352], [-0.9675, 1.4856, 0.1167], [-2.7549, -0.8453, 0.0275], [2.1157, 2.9599, 0.4107], [-1.0916, -6.9221, 0.3898], [3.1368, 1.0121, 0.6392], [2.8987, -3.4706, -1.9769], [-0.5567, -1.0698, -0.2228], [-1.1191, -2.0062, -1.0374]]}


Copy entry 1 word for word.
{"formula": "C7H8FNO6S2", "method": "ωB97M-V with the def2-TZVPD basis set", "homo_energy_ev": -10.326, "lumo_energy_ev": -1.49, "homo_lumo_gap_ev": 8.84, "charge": 0, "multiplicity": 1, "symbols": ["C", "S", "O", "O", "N", "S", "O", "O", "F", "H", "H", "H", "H", "O", "C", "C", "C", "C", "O", "C", "C", "H", "H", "H", "H"], "positions_angstrom": [[0.9590, -2.3324, -1.3982], [-0.5015, -1.3338, -1.3313], [-0.2981, -0.1549, -2.1154], [-0.9818, -1.2567, 0.0073], [-1.6039, -2.2476, -2.2807], [-2.9768, -2.9149, -1.6390], [-2.6607, -3.6044, -0.4518], [-3.6963, -3.4742, -2.7192], [-3.7594, -1.6273, -1.2276], [1.0463, -2.8766, -0.4630], [1.7851, -1.6461, -1.5607], [0.8756, -3.0257, -2.2286], [-1.8527, -1.6425, -3.0633], [-0.2140, 4.4990, 2.4376], [0.4042, 3.5123, 2.1036], [0.0966, 2.1769, 2.6757], [0.7796, 1.0959, 2.3110], [1.8769, 1.1801, 1.3155], [2.4974, 0.1927, 0.9793], [2.1820, 2.5126, 0.7372], [1.5000, 3.5938, 1.1030], [-0.7111, 2.1440, 3.3956], [0.5717, 0.1096, 2.7055], [2.9825, 2.5426, 0.0092], [1.6995, 4.5778, 0.6983]], "forces_ev_per_a": [[-0.1002, -0.0874, -0.0424], [0.1695, 0.0196, 0.1431], [-0.0034, -0.0697, -0.1063], [-0.0127, -0.0045, -0.0020], [-0.3734, 0.4502, 0.2332], [0.2073, 0.0434, -0.1100], [0.0376, -0.0853, -0.0464], [0.0047, 0.0121, 0.0323], [-0.0160, -0.0183, 0.0661], [0.0356, 0.0556, 0.0482], [0.0715, 0.0043, 0.1599], [-0.0032, 0.0359, -0.0888], [0.0516, -0.2777, -0.1890], [0.0064, -0.0051, 0.0007], [-0.0001, -0.0037, -0.0015], [0.0031, -0.0023, 0.0004], [-0.0040, -0.0059, -0.0004], [-0.0623, -0.0207, -0.0300], [-0.0091, -0.0401, -0.0607], [0.0059, 0.0061, 0.0113], [0.0021, -0.0040, -0.0053], [-0.0026, 0.0067, -0.0037], [-0.0026, -0.0041, -0.0143], [0.0019, -0.0077, 0.0023], [-0.0078, 0.0025, 0.0033]]}